Version one
65
Properties=species:S:1:pos:R:3:mulliken_charge:R:1 method="wB97M-V/def2-TZVPD" homo_energy_ev=-7.98 smiles="CC(C)C[C@H](NC(=O)[C@H]1CC(=O)N(c2ccc3c(c2)OCCO3)C1)C(=O)NC1CCCC1" homo_lumo_gap_ev=8.68
C -1.80575 -2.38063 -2.73144 -1.7194
H -1.42396 -3.00812 -1.92977 0.4035
H -2.71702 -2.83285 -3.11585 0.4407
H -1.06983 -2.35891 -3.53229 0.3674
C -2.08235 -0.96588 -2.22429 1.3570
C -2.67830 -0.12219 -3.34920 -1.5672
H -2.91352 0.88580 -3.01762 0.3518
H -1.97577 -0.04990 -4.17643 0.3441
H -3.59392 -0.57914 -3.71825 0.4169
C -0.78523 -0.35607 -1.68242 -1.3724
H -0.31696 -1.06545 -0.99539 0.3779
H -0.09474 -0.17928 -2.51032 0.4992
C -0.97542 0.96534 -0.92114 -0.3328
N 0.31038 1.47345 -0.49659 0.1521
C 0.77197 2.67767 -0.88193 0.2176
O 0.20343 3.38066 -1.69315 -0.7248
C 2.11060 3.07521 -0.26071 0.1276
C 3.20166 2.04611 -0.59435 -1.1994
N 3.23793 1.16484 0.55652 0.1603
C 2.68365 1.72680 1.67254 0.5644
O 2.68075 1.26425 2.78661 -0.6533
C 2.07719 3.06342 1.26784 -0.9673
H 2.69144 3.86061 1.69083 0.3504
H 1.07483 3.16163 1.68434 0.3550
C 3.89012 -0.07647 0.49959 0.4695
C 3.57452 -1.07958 1.40823 -0.3597
C 4.21301 -2.30939 1.34773 0.1645
C 5.15412 -2.56248 0.34507 0.4747
C 5.46956 -1.55399 -0.55418 -0.9248
C 4.85355 -0.32120 -0.47866 -0.5505
H 5.13188 0.44395 -1.18427 0.4238
H 6.20836 -1.75785 -1.31239 0.4318
O 5.77753 -3.77942 0.21344 -0.4737
C 5.15242 -4.80575 0.95075 -0.4571
C 4.81114 -4.31255 2.35638 -0.4547
H 4.33904 -5.09735 2.94899 0.3456
O 3.88676 -3.25093 2.28743 -0.4453
H 5.73157 -3.97708 2.85399 0.2856
H 5.85621 -5.63884 0.98111 0.3386
H 4.22863 -5.12088 0.44561 0.2893
H 2.85131 -0.91888 2.18891 0.5258
H 4.16919 2.54608 -0.72725 0.5375
H 2.97205 1.47971 -1.50057 0.5310
H 2.35761 4.05920 -0.66297 0.4720
H 0.73061 0.97077 0.27276 0.2622
H -1.41889 1.73161 -1.56235 0.7605
C -1.81352 0.71908 0.33913 -0.0821
O -1.31184 0.25712 1.34327 -0.7642
N -3.11338 1.04194 0.22652 -0.0611
H -3.45425 1.45112 -0.62905 0.3755
C -4.07548 0.86384 1.29436 -0.1311
C -4.65169 2.21998 1.75806 -0.8915
H -4.23420 3.01618 1.13981 0.2965
H -4.38961 2.43304 2.79220 0.3134
C -6.16812 2.12822 1.56014 -0.5972
H -6.64326 1.76478 2.47206 0.2873
H -6.60889 3.09077 1.30628 0.3622
C -6.33583 1.09254 0.45201 -0.6071
H -7.34195 0.67877 0.41326 0.3886
H -6.11125 1.53920 -0.51842 0.2647
C -5.28545 0.04590 0.81242 -0.7902
H -5.02445 -0.60295 -0.02275 0.2422
H -5.65201 -0.57749 1.62784 0.3228
H -3.53061 0.35481 2.09219 0.5671
H -2.80554 -1.03288 -1.40422 -0.0915


Version two
65
Properties=species:S:1:pos:R:3:mulliken_charge:R:1 method="wB97M-V/def2-TZVPD" homo_energy_ev=-7.96 smiles="CC[C@@H](C)[C@H](NC(=O)[C@H]1CC(=O)N(c2ccc3c(c2)OCCO3)C1)C(=O)NC1CCCC1" homo_lumo_gap_ev=8.47
C 3.75362 3.54861 2.79285 -1.2603
H 4.71005 3.86452 2.38301 0.4059
H 3.74228 3.78279 3.85490 0.3135
C 2.61565 4.26641 2.07602 -0.4647
H 2.60779 3.97300 1.02316 0.0895
H 2.80287 5.34136 2.11611 0.4297
C 1.23331 4.00286 2.68794 0.5101
C 0.21523 5.01049 2.15041 -1.8152
H 0.21890 5.04835 1.06154 0.4036
H -0.78035 4.75984 2.50404 0.3913
H 0.46306 6.00533 2.51169 0.4709
H 1.29315 4.13743 3.77235 0.4636
C 0.79185 2.55046 2.46351 -0.5350
N 0.50951 2.29154 1.06229 0.1546
C 0.68128 1.09381 0.48589 -0.1425
O 1.04953 0.10597 1.10163 -0.7361
C 0.42121 1.07522 -1.01363 0.6332
C 1.68406 1.44013 -1.79760 -0.7729
C 1.58498 0.61786 -3.07824 0.3534
O 2.22762 0.82057 -4.08066 -0.6626
N 0.67062 -0.36811 -2.86542 0.2733
C 0.31975 -1.38579 -3.76422 0.3704
C -0.28932 -2.54307 -3.29073 -0.2179
C -0.66948 -3.55076 -4.16559 0.1853
C -0.45835 -3.40317 -5.53765 0.4142
C 0.17617 -2.25782 -6.00059 -0.9256
C 0.56368 -1.25972 -5.13191 -0.6613
H 1.05853 -0.38236 -5.50967 0.4656
H 0.35027 -2.16439 -7.06015 0.4230
O -0.85987 -4.35225 -6.44564 -0.4653
C -1.76692 -5.28571 -5.90565 -0.4682
C -1.28348 -5.75982 -4.53561 -0.4532
H -0.28092 -6.19720 -4.63897 0.2888
O -1.24507 -4.67756 -3.63212 -0.4582
H -1.96370 -6.49737 -4.10730 0.3463
H -2.75932 -4.82571 -5.79743 0.2913
H -1.82174 -6.11266 -6.61503 0.3392
H -0.47097 -2.71043 -2.24272 0.5333
C 0.10927 -0.33274 -1.52795 -1.4957
H -0.96368 -0.53432 -1.56035 0.5230
H 0.59587 -1.06810 -0.87440 0.4195
H 1.78019 2.50058 -2.02288 0.3601
H 2.58277 1.11797 -1.26530 0.3665
H -0.38985 1.76507 -1.26274 0.5319
H 0.12808 3.06029 0.53491 0.3162
C -0.43703 2.15048 3.31643 0.3408
O -1.14143 2.94413 3.90509 -0.7247
N -0.62163 0.82281 3.31832 -0.0552
H 0.00169 0.23946 2.77058 0.2363
C -1.74744 0.16574 3.94599 -0.2091
C -2.67296 -0.46875 2.88204 -0.5268
H -2.28701 -0.23224 1.88910 0.0208
H -3.68558 -0.07525 2.94809 0.3123
C -2.63273 -1.98197 3.12632 -0.6027
H -3.46908 -2.28116 3.75958 0.2906
H -2.68850 -2.54909 2.19863 0.3607
C -1.32098 -2.20663 3.87360 -0.5153
H -1.29850 -3.15667 4.40470 0.3953
H -0.48192 -2.17910 3.17673 0.2010
C -1.26435 -1.00582 4.81276 -0.9526
H -0.26915 -0.82121 5.21368 0.3629
H -1.95189 -1.15341 5.64592 0.3445
H -2.25659 0.93364 4.53259 0.5574
H 1.60487 1.87372 2.75037 0.3286
H 3.68208 2.46993 2.67739 0.3029


Name the least stable of them. version one.


Version one
8
Properties=species:S:1:pos:R:3:mulliken_charge:R:1 method="wB97M-V/def2-TZVPD" homo_energy_ev="-9.49 / -7.62" homo_lumo_gap_ev="8.90 / 5.20"
C 0.15093 0.14616 0.73769 -0.5892
N 0.36131 -1.04452 -0.06311 -0.2244
O 0.65431 -3.47846 -0.52557 -0.4788
S 0.98806 0.19795 2.29740 -0.1496
S 0.82916 -2.50452 0.53637 0.4560
H 0.43470 0.94281 0.14312 0.3197
H -0.87723 0.21768 0.79350 0.3607
H 0.00880 -0.75134 -1.04395 0.3056


Version two
8
Properties=species:S:1:pos:R:3:mulliken_charge:R:1 method="wB97M-V/def2-TZVPD" homo_energy_ev="-7.28 / -8.80" homo_lumo_gap_ev="6.11 / 8.43"
C -0.45783 0.08248 1.02114 0.3392
N 0.70512 -0.36297 1.35207 -0.4030
O -0.05483 0.67339 -2.52269 -0.4182
S -1.84701 0.64727 1.44956 -0.2921
S 0.13832 -0.77807 -1.74976 -0.0651
H 0.93078 -0.85588 2.28692 0.2380
H 1.55679 -0.41513 0.81755 0.2557
H -0.97136 1.00891 -2.65478 0.3455


Name the least stable of them. version two.


Version one
36
Properties=species:S:1:pos:R:3:mulliken_charge:R:1 method="wB97M-V/def2-TZVPD" homo_energy_ev=-9.01 smiles="CC[C@H](C)[C@H](N)C(=O)N1CCC[C@H]1C(=O)O" homo_lumo_gap_ev=9.43
C 0.10757 -0.33955 0.87947 -0.2810
C 0.72573 -0.18840 -0.62302 0.3827
C 1.30326 -0.61206 1.83814 0.7005
C 1.93574 0.73307 2.29835 -1.6632
C 0.95966 -1.39346 3.08567 -0.7804
C 0.96285 -2.88547 2.86060 -1.2443
C -1.26504 1.23602 -1.33821 0.0317
C -2.42257 0.26504 -1.13842 0.1145
C -1.52064 2.04410 -2.67889 -0.8464
C -0.10989 2.07585 -3.38133 -0.6309
C 0.64932 0.94115 -2.76229 -0.6493
H -1.83857 -0.75763 1.21651 0.2415
H -1.08987 -1.82815 0.25714 0.3006
H -0.21157 0.74812 0.90248 0.0070
H 1.99868 -1.21447 1.23957 0.3309
H 2.91927 0.59812 2.78480 0.4132
H 1.27694 1.09244 3.13707 0.3430
H 2.00418 1.45376 1.47130 0.3668
H 1.61698 -1.14754 3.89689 0.5119
H -0.01109 -1.09826 3.43963 0.3170
H 1.10357 -3.51064 3.75917 0.3699
H 1.88407 -3.14968 2.29832 0.3217
H 0.10909 -3.26528 2.27681 0.2284
H -1.09771 1.93466 -0.49548 0.4563
H -2.23007 1.52214 -3.36902 0.2954
H -2.00564 2.92908 -2.39191 0.4871
H -0.15024 2.07707 -4.46922 0.3788
H 0.43241 3.04288 -3.07924 0.2307
H 1.69885 1.06367 -2.56886 0.4537
H 0.64660 -0.00966 -3.41787 0.2609
H -3.45031 -0.93333 -2.05241 0.4295
N -0.94227 -1.21438 1.05223 -0.4157
N 0.06730 0.65304 -1.49833 0.2091
O 1.71127 -0.69968 -1.03463 -0.6443
O -3.20697 0.38567 -0.21468 -0.5982
O -2.56091 -0.54826 -2.18033 -0.4291


Version two
36
Properties=species:S:1:pos:R:3:mulliken_charge:R:1 method="wB97M-V/def2-TZVPD" homo_energy_ev=-9.12 smiles="CC(C)C[C@H](N)C(=O)N1CCC[C@H]1C(=O)O" homo_lumo_gap_ev=9.86
C 1.34704 0.10965 -0.93641 0.4083
C 0.62541 0.78236 0.22169 0.2902
C 1.25746 -1.32428 -0.62897 -1.2451
C 1.51813 -2.26324 -1.84784 0.7356
C 0.52907 -2.08586 -2.98178 -1.3358
C 2.91653 -2.25046 -2.35174 -1.6564
C -1.44932 1.37522 1.34680 0.2221
C -1.11859 0.34737 2.40765 0.1292
C -2.93992 1.24850 1.00703 -0.7961
C -2.95609 1.21787 -0.51780 -0.8272
C -1.54427 0.77711 -0.98739 -0.1981
H 2.82656 1.52287 -1.19443 0.2647
H 3.18062 0.29806 -0.14879 0.2794
H 0.85442 0.47083 -1.87526 0.2651
H 0.36595 -1.54570 0.01118 0.4138
H 1.95781 -1.61476 0.16960 0.3983
H 1.44141 -3.29475 -1.49117 0.2625
H 0.72783 -2.95676 -3.68272 0.4544
H 0.57215 -1.16711 -3.52327 0.2744
H -0.51076 -2.24889 -2.56034 0.2470
H 3.25091 -1.28555 -2.79898 0.3339
H 2.93705 -2.99027 -3.14198 0.4216
H 3.66426 -2.32108 -1.59931 0.4038
H -1.04100 2.37156 1.59451 0.4602
H -3.41755 2.17818 1.32950 0.2539
H -3.43200 0.43008 1.53389 0.4284
H -3.28017 2.09327 -0.96872 0.4204
H -3.69238 0.50507 -0.85357 0.3346
H -1.17704 1.24492 -1.88413 0.3417
H -1.46614 -0.33962 -1.26194 -0.0214
H -0.48520 0.16926 4.16030 0.3869
N 2.80256 0.53216 -1.02211 -0.6380
N -0.69892 0.99940 0.14691 0.0808
O 1.11596 1.25107 1.23637 -0.7315
O -1.26459 -0.84608 2.22383 -0.6090
O -0.74072 0.86428 3.53036 -0.4524


Name the least stable of them. version one.